Record 1
{
  "formula": "C16H23ClNO2",
  "method": "ωB97M-V with the def2-TZVPD basis set",
  "total_charge": 1,
  "total_energy_ha": -1288.67084,
  "homo_lumo_gap_ev": 9.605,
  "smiles": "C/C(Cl)=C\\C[N+](C)(C)CC(=O)OCCc1ccccc1",
  "e_above_lowest_kj_mol": 0.0,
  "mol_weight_g_mol": 296.82,
  "symbols": ["C", "C", "Cl", "C", "C", "N", "C", "C", "C", "C", "O", "O", "C", "C", "C", "C", "C", "C", "C", "C", "H", "H", "H", "H", "H", "H", "H", "H", "H", "H", "H", "H", "H", "H", "H", "H", "H", "H", "H", "H", "H", "H", "H"],
  "xyz": [[2.521, 3.450, -1.026], [1.840, 2.377, -1.800], [2.906, 1.495, -2.837], [0.550, 2.031, -1.789], [-0.522, 2.657, -0.955], [-0.880, 1.839, 0.261], [0.305, 1.715, 1.131], [-1.959, 2.523, 0.999], [-1.335, 0.503, -0.180], [-1.717, -0.482, 0.943], [-1.640, -0.243, 2.118], [-2.114, -1.598, 0.384], [-2.252, -2.769, 1.211], [-0.875, -3.238, 1.708], [0.157, -3.018, 0.633], [0.175, -3.812, -0.507], [1.065, -3.547, -1.533], [1.942, -2.479, -1.437], [1.938, -1.689, -0.301], [1.051, -1.959, 0.729], [3.228, 3.011, -0.323], [1.826, 4.083, -0.484], [3.097, 4.073, -1.707], [0.232, 1.248, -2.461], [-0.219, 3.643, -0.603], [-1.429, 2.767, -1.553], [1.104, 1.212, 0.592], [0.046, 1.143, 2.020], [0.643, 2.703, 1.435], [-2.213, 1.949, 1.889], [-2.843, 2.621, 0.373], [-1.632, 3.515, 1.304], [-2.198, 0.606, -0.843], [-0.531, 0.017, -0.739], [-2.918, -2.551, 2.049], [-2.709, -3.501, 0.547], [-0.949, -4.294, 1.968], [-0.600, -2.680, 2.604], [-0.505, -4.647, -0.587], [1.076, -4.177, -2.410], [2.635, -2.272, -2.238], [2.637, -0.869, -0.212], [1.065, -1.355, 1.626]]
}

Record 2
{
  "formula": "C5H13NOS",
  "method": "ωB97M-V with the def2-TZVPD basis set",
  "total_charge": 1,
  "total_energy_ha": -726.00472,
  "multiplicity": 2,
  "homo_lumo_gap_ev": [5.789, 4.973],
  "e_above_lowest_kj_mol": 490.4,
  "mol_weight_g_mol": 135.23,
  "symbols": ["C", "C", "C", "C", "S", "N", "C", "O", "H", "H", "H", "H", "H", "H", "H", "H", "H", "H", "H", "H", "H"],
  "xyz": [[1.559, -0.811, -1.308], [1.395, 0.245, -0.114], [0.627, 1.518, -0.674], [-0.405, 2.049, 0.361], [-1.966, 1.268, 0.127], [2.604, 0.677, 0.234], [-2.362, -2.059, 0.955], [-1.179, -1.474, 0.419], [1.977, -0.310, -2.173], [0.569, -1.260, -1.385], [2.209, -1.570, -0.881], [0.769, -0.236, 0.640], [1.295, 2.326, -0.949], [0.177, 1.215, -1.623], [-0.537, 3.123, 0.191], [0.020, 1.969, 1.362], [-1.397, -0.533, 0.248], [2.715, 0.615, 1.258], [-2.770, -1.492, 1.793], [-2.129, -3.070, 1.284], [-3.173, -2.191, 0.234]]
}

Record 3
{
  "formula": "C4H3ClNO3",
  "method": "ωB97M-V with the def2-TZVPD basis set",
  "total_charge": -1,
  "total_energy_ha": -894.90583,
  "homo_lumo_gap_ev": 8.053,
  "smiles": "O=C=CO/C([O-])=N/CCl",
  "mol_weight_g_mol": 148.53,
  "symbols": ["O", "C", "C", "O", "C", "O", "N", "C", "Cl", "H", "H", "H"],
  "xyz": [[-1.312, 2.111, 0.644], [-1.410, 0.909, 0.483], [-1.901, -0.313, 0.712], [-1.237, -1.457, 0.375], [0.041, -1.315, -0.051], [0.702, -2.283, -0.467], [0.455, -0.038, 0.090], [1.537, 0.418, -0.550], [2.872, 1.004, 0.565], [-3.013, -0.247, 0.450], [1.273, 1.363, -0.858], [1.993, -0.152, -1.392]]
}

Record 4
{
  "formula": "C22H31BF13HgN3O3SSi",
  "method": "ωB97M-V with the def2-TZVPD basis set",
  "total_charge": 2,
  "total_energy_ha": -3410.35769,
  "homo_lumo_gap_ev": 2.645,
  "mol_weight_g_mol": 904.04,
  "symbols": ["C", "C", "O", "B", "O", "Si", "C", "C", "C", "C", "C", "C", "C", "S", "C", "N", "N", "C", "O", "C", "C", "C", "F", "F", "C", "F", "F", "C", "F", "F", "C", "F", "F", "C", "F", "F", "C", "F", "F", "F", "C", "C", "C", "N", "H", "H", "H", "H", "H", "H", "H", "H", "H", "H", "H", "H", "H", "H", "H", "H", "H", "H", "H", "H", "H", "H", "H", "H", "H", "H", "H", "H", "H", "H", "H", "Hg"],
  "xyz": [[2.954, -4.315, 1.962], [2.740, -3.113, 2.840], [1.588, -2.335, 2.375], [1.869, -1.045, 2.446], [2.283, -0.422, 3.599], [1.763, 0.168, 0.808], [0.341, 1.353, 0.851], [-1.028, 0.800, 1.115], [-1.992, 1.908, 1.617], [-2.340, 2.910, 0.479], [-3.493, 2.507, -0.412], [-2.967, 2.106, -1.789], [-2.358, 3.338, -2.561], [-0.614, 3.191, -3.211], [0.183, 4.675, -2.669], [0.998, 4.797, -1.726], [1.373, 6.116, -1.640], [0.760, 6.702, -2.570], [0.031, 5.911, -3.253], [1.968, -0.775, -0.801], [0.637, -1.292, -1.382], [0.534, -2.806, -1.366], [1.161, -3.216, -2.482], [1.185, -3.364, -0.357], [-0.929, -3.294, -1.509], [-0.950, -4.453, -2.136], [-1.534, -2.418, -2.313], [-1.686, -3.422, -0.189], [-1.092, -4.279, 0.605], [-1.564, -2.230, 0.429], [-3.179, -3.859, -0.320], [-3.598, -3.900, -1.566], [-3.279, -5.094, 0.142], [-4.191, -3.019, 0.501], [-5.388, -3.435, 0.115], [-4.153, -1.736, 0.184], [-4.162, -3.241, 2.032], [-2.945, -3.311, 2.515], [-4.790, -4.339, 2.337], [-4.823, -2.262, 2.598], [3.329, 1.327, 0.910], [4.464, 0.821, -0.026], [4.667, 1.392, -1.411], [5.212, -0.109, 0.327], [3.482, -4.036, 1.058], [3.562, -5.058, 2.451], [2.004, -4.731, 1.658], [2.570, -3.427, 3.859], [3.642, -2.510, 2.831], [1.537, -0.181, 4.160], [0.577, 2.048, 1.659], [0.342, 1.901, -0.065], [-1.474, 0.441, 0.200], [-1.040, -0.020, 1.824], [-1.606, 2.454, 2.462], [-2.889, 1.348, 1.844], [-2.525, 3.863, 0.958], [-1.511, 3.084, -0.195], [-4.168, 3.341, -0.541], [-4.082, 1.704, 0.015], [-3.795, 1.761, -2.391], [-2.248, 1.297, -1.753], [-2.958, 3.569, -3.424], [-2.359, 4.225, -1.944], [0.879, 7.753, -2.725], [2.360, -0.065, -1.523], [2.690, -1.579, -0.731], [0.627, -1.041, -2.428], [-0.240, -0.822, -0.966], [3.703, 1.469, 1.920], [2.882, 2.305, 0.480], [4.182, 2.361, -1.542], [4.240, 0.749, -2.169], [5.720, 1.523, -1.611], [4.938, -0.407, 1.263], [3.972, 3.738, 0.271]]
}

Record 5
{
  "formula": "C40H38N3O7PS5V",
  "method": "ωB97M-V with the def2-TZVPD basis set",
  "total_charge": -1,
  "total_energy_ha": -5514.28850,
  "multiplicity": 3,
  "homo_lumo_gap_ev": [6.419, 6.535],
  "e_above_lowest_kj_mol": 182.0,
  "mol_weight_g_mol": 915.01,
  "symbols": ["V", "C", "C", "C", "C", "C", "C", "C", "C", "C", "C", "C", "C", "C", "C", "C", "N", "H", "H", "H", "H", "H", "H", "H", "H", "H", "H", "O", "C", "O", "C", "C", "C", "C", "C", "C", "O", "N", "O", "O", "N", "O", "O", "H", "H", "C", "S", "C", "C", "S", "S", "C", "S", "S", "H", "H", "H", "C", "C", "C", "C", "P", "C", "C", "C", "C", "C", "C", "C", "C", "C", "C", "H", "H", "H", "H", "H", "H", "H", "H", "H", "H", "H", "H", "H", "H", "H", "H", "H", "H", "H", "H", "H", "H", "H"],
  "xyz": [[0.778, -0.096, 0.280], [0.326, -0.293, 4.667], [1.657, -0.272, 5.048], [2.632, -0.186, 4.079], [2.271, -0.146, 2.732], [0.930, -0.215, 2.312], [-0.022, -0.246, 3.325], [3.261, -0.054, 1.676], [4.589, 0.376, 1.897], [5.469, 0.423, 0.857], [5.066, -0.066, -0.405], [5.949, -0.163, -1.495], [5.531, -0.680, -2.692], [4.215, -1.136, -2.831], [3.333, -1.061, -1.786], [3.713, -0.489, -0.558], [2.828, -0.390, 0.466], [-0.447, -0.346, 5.420], [1.933, -0.291, 6.091], [3.674, -0.154, 4.366], [-1.076, -0.234, 3.081], [4.886, 0.714, 2.877], [6.470, 0.809, 0.989], [6.967, 0.173, -1.359], [6.215, -0.750, -3.526], [3.885, -1.547, -3.772], [2.326, -1.430, -1.900], [1.946, 1.078, -3.696], [1.375, 1.137, -2.614], [0.836, 0.176, -2.002], [1.260, 2.512, -1.931], [1.216, 3.659, -2.673], [1.055, 4.916, -2.052], [1.008, 5.020, -0.672], [1.078, 3.874, 0.105], [1.130, 2.575, -0.507], [1.027, 1.502, 0.157], [1.068, 3.962, 1.510], [0.832, 5.048, 2.031], [1.298, 2.941, 2.162], [0.948, 6.083, -2.849], [0.788, 7.162, -2.289], [1.007, 5.958, -4.065], [1.306, 3.604, -3.747], [0.918, 5.991, -0.200], [0.736, -3.952, -3.164], [-0.317, -4.996, -2.102], [0.490, -4.902, -0.543], [0.749, -3.756, 0.139], [0.348, -2.204, -0.438], [1.488, -3.965, 1.729], [1.429, -5.712, 1.756], [1.881, -6.585, 3.063], [0.864, -6.413, 0.269], [0.287, -3.993, -4.151], [1.742, -4.362, -3.180], [0.731, -2.929, -2.798], [-1.915, 2.187, 1.653], [-2.695, 1.767, 0.403], [-4.178, 1.961, 0.720], [-2.294, 2.669, -0.769], [-2.049, 0.013, -0.011], [-2.900, -1.122, 1.176], [-4.277, -1.183, 1.380], [-4.830, -2.135, 2.218], [-4.026, -3.061, 2.861], [-2.658, -3.022, 2.659], [-2.105, -2.065, 1.827], [-2.888, -0.617, -1.630], [-4.293, -0.100, -1.938], [-2.953, -2.145, -1.539], [-1.984, -0.245, -2.803], [-2.009, 3.262, 1.814], [-0.857, 1.939, 1.569], [-2.308, 1.684, 2.534], [-4.348, 3.026, 0.881], [-4.453, 1.441, 1.634], [-4.831, 1.643, -0.085], [-2.293, 3.714, -0.458], [-2.987, 2.577, -1.602], [-1.294, 2.422, -1.126], [-4.940, -0.500, 0.878], [-5.902, -2.157, 2.362], [-4.467, -3.811, 3.504], [-2.017, -3.738, 3.150], [-1.034, -2.061, 1.676], [-5.016, -0.386, -1.180], [-4.609, -0.552, -2.880], [-4.307, 0.977, -2.070], [-3.729, -2.480, -0.854], [-1.999, -2.549, -1.206], [-3.167, -2.560, -2.524], [-1.908, 0.832, -2.933], [-2.382, -0.670, -3.725], [-0.981, -0.637, -2.655]]
}

Record 6
{
  "formula": "C28H35N7O5RhS4",
  "method": "ωB97M-V with the def2-TZVPD basis set",
  "total_charge": 1,
  "total_energy_ha": -3550.43026,
  "homo_lumo_gap_ev": [2.196, 2.187],
  "e_above_lowest_kj_mol": 146.8,
  "mol_weight_g_mol": 780.81,
  "symbols": ["Rh", "O", "C", "C", "C", "C", "C", "C", "C", "O", "N", "N", "C", "S", "C", "C", "S", "H", "H", "H", "H", "H", "H", "H", "H", "H", "C", "C", "C", "C", "N", "C", "S", "N", "C", "C", "C", "C", "H", "H", "H", "H", "H", "H", "H", "H", "H", "H", "H", "H", "H", "H", "H", "H", "H", "H", "H", "H", "O", "S", "O", "O", "C", "N", "C", "C", "C", "N", "C", "C", "C", "N", "C", "C", "H", "H", "H", "H", "H", "H"],
  "xyz": [[0.821, -0.425, 1.828], [2.352, -1.881, 6.705], [1.080, -2.308, 6.683], [0.516, -2.984, 7.767], [-0.791, -3.424, 7.730], [-1.575, -3.199, 6.605], [-1.038, -2.527, 5.531], [0.283, -2.069, 5.546], [0.777, -1.372, 4.362], [-0.034, -1.107, 3.412], [2.040, -1.005, 4.276], [2.355, -0.396, 3.121], [3.611, -0.009, 3.100], [4.606, -0.440, 4.455], [6.048, 0.542, 3.881], [6.042, 0.559, 2.372], [4.328, 0.900, 1.819], [2.770, -2.118, 7.545], [1.118, -3.162, 8.649], [-1.208, -3.944, 8.579], [-2.596, -3.545, 6.572], [-1.625, -2.342, 4.645], [6.948, 0.071, 4.271], [5.953, 1.544, 4.300], [6.323, -0.409, 1.955], [6.683, 1.342, 1.965], [2.527, 1.052, -4.314], [2.552, -0.465, -4.476], [1.234, -1.175, -4.155], [0.833, -1.136, -2.681], [0.354, 0.171, -2.285], [0.665, 0.821, -1.183], [1.873, 0.222, -0.088], [0.118, 2.000, -0.899], [-0.901, 2.692, -1.669], [-0.339, 3.462, -2.871], [0.746, 4.483, -2.520], [0.255, 5.623, -1.634], [3.444, 1.475, -4.716], [2.461, 1.344, -3.269], [1.695, 1.488, -4.862], [3.341, -0.875, -3.843], [2.805, -0.700, -5.511], [1.340, -2.226, -4.430], [0.427, -0.765, -4.767], [1.687, -1.393, -2.050], [0.028, -1.857, -2.504], [-0.322, 0.580, -2.917], [0.491, 2.471, -0.088], [-1.405, 3.381, -0.992], [-1.648, 1.966, -2.010], [-1.172, 3.978, -3.351], [0.079, 2.759, -3.593], [1.110, 4.906, -3.457], [1.590, 3.980, -2.044], [-0.642, 6.070, -2.056], [1.017, 6.394, -1.566], [0.033, 5.285, -0.625], [-4.071, -4.144, -3.897], [-5.129, -3.404, -4.524], [-4.843, -2.848, -5.819], [-6.479, -3.778, -4.210], [-5.096, -1.765, -3.546], [-5.897, -0.834, -3.942], [-5.846, 0.308, -3.217], [-4.996, 0.444, -2.157], [-4.122, -0.635, -1.830], [-4.243, -1.762, -2.605], [-3.106, -0.630, -0.854], [-2.212, -1.736, -0.754], [-1.128, -1.666, 0.068], [-0.853, -0.575, 0.820], [-1.756, 0.427, 0.841], [-2.867, 0.443, 0.048], [-6.505, 1.097, -3.548], [-4.971, 1.355, -1.583], [-2.410, -2.611, -1.353], [-0.422, -2.488, 0.147], [-1.548, 1.237, 1.534], [-3.561, 1.262, 0.126]]
}